# C26H42NO14S

A 5-piece molecular cluster, C26H42NO14S overall in a non-equilibrium geometry (ωB97M-V with the def2-TZVPD basis set, the Open Molecules 2025 dataset).

## Properties
total charge	+1
F_max	0.0274	hartree/bohr
LUMO	-4.86	eV
HOMO level	-12.1	eV
HOMO-LUMO gap	0.2668	hartree
energy above the lowest of the compared OMol25 structures with the same formula, charge and spin	0.0	kJ/mol

```
84
Properties=species:S:1:pos:R:3:lowdin_charge:R:1
O 0.661 -3.318 10.955 -0.31
S 1.167 -3.549 9.643 0.68
O 1.796 -4.800 9.335 -0.32
C -0.135 -3.295 8.415 -0.18
C 0.394 -3.758 7.067 -0.20
C 0.154 -5.056 6.692 0.03
C 0.643 -5.549 5.475 -0.01
C 1.377 -4.757 4.653 0.01
C 1.642 -3.421 5.003 -0.11
C 2.386 -2.589 4.171 0.04
N 2.651 -1.348 4.534 0.11
C 2.201 -0.815 5.701 -0.01
C 1.448 -1.550 6.553 0.04
C 1.149 -2.898 6.232 -0.08
H 2.039 -2.558 9.302 0.08
H -0.983 -3.908 8.690 0.12
H -0.391 -2.244 8.361 0.10
H -0.403 -5.697 7.354 0.14
H 0.429 -6.574 5.223 0.13
H 1.755 -5.178 3.734 0.13
H 2.746 -2.972 3.230 0.15
H 3.204 -0.767 3.919 0.17
H 2.469 0.208 5.898 0.14
H 1.088 -1.105 7.460 0.12
C -2.048 2.484 0.355 -0.05
C -1.612 1.542 -0.744 -0.19
O -0.216 1.190 -0.624 0.03
C 0.068 0.270 0.277 -0.62
O -0.701 -0.318 0.992 0.13
O 1.400 0.074 0.268 0.01
C 1.826 -0.876 1.225 -0.08
H -1.400 3.362 0.384 0.09
H -3.074 2.812 0.189 0.08
H -1.996 2.002 1.331 0.08
H -1.703 2.025 -1.714 0.12
H -2.219 0.638 -0.766 0.13
H 1.280 -1.814 1.124 0.10
H 1.690 -0.471 2.229 0.07
H 2.886 -1.057 1.043 0.10
C 0.293 -0.825 -3.432 -0.05
C 0.591 0.378 -4.301 -0.20
O 0.525 0.050 -5.693 0.03
C -0.705 -0.028 -6.201 -0.61
O -1.731 0.175 -5.604 0.12
O -0.600 -0.358 -7.486 0.01
C -1.852 -0.531 -8.157 -0.03
H 0.948 -1.657 -3.692 0.09
H 0.438 -0.576 -2.382 0.06
H -0.735 -1.162 -3.568 0.08
H 1.608 0.724 -4.128 0.12
H -0.083 1.207 -4.081 0.12
H -2.488 0.341 -8.027 0.10
H -2.356 -1.423 -7.788 0.10
H -1.621 -0.657 -9.211 0.09
C -6.563 7.146 1.654 -0.06
C -7.573 6.019 1.639 -0.21
O -7.762 5.494 0.317 0.04
C -6.822 4.656 -0.108 -0.61
O -5.861 4.286 0.518 0.11
O -7.129 4.289 -1.352 0.01
C -6.174 3.425 -1.969 -0.04
H -6.843 7.917 0.935 0.08
H -6.508 7.593 2.646 0.08
H -5.571 6.785 1.383 0.07
H -8.551 6.386 1.945 0.12
H -7.291 5.218 2.321 0.12
H -5.971 2.557 -1.345 0.09
H -5.251 3.968 -2.172 0.10
H -6.613 3.100 -2.908 0.09
C 3.865 -0.342 -7.087 -0.06
C 5.348 -0.093 -7.254 -0.20
O 5.960 0.325 -6.022 0.04
C 6.220 -0.646 -5.153 -0.61
O 6.020 -1.822 -5.309 0.12
O 6.774 -0.092 -4.069 0.00
C 7.077 -1.020 -3.031 -0.05
H 3.376 0.533 -6.656 0.08
H 3.405 -0.561 -8.050 0.08
H 3.681 -1.183 -6.421 0.08
H 5.517 0.726 -7.950 0.12
H 5.861 -0.971 -7.645 0.12
H 7.678 -1.846 -3.405 0.10
H 6.158 -1.400 -2.585 0.09
H 7.643 -0.472 -2.282 0.09
```